No. 1
{"formula": "C43H49Cl2I2N2O3PRb", "method": "the ωB97M-V functional and the def2-TZVPD basis", "total_charge": -1, "e_tot_ha": -3884.56378, "species": ["Rb", "C", "C", "C", "C", "C", "C", "C", "C", "C", "H", "H", "H", "H", "H", "H", "H", "H", "H", "H", "H", "H", "I", "C", "C", "C", "I", "C", "O", "C", "C", "N", "C", "C", "C", "C", "C", "C", "N", "C", "H", "H", "H", "H", "H", "H", "H", "H", "H", "H", "H", "Cl", "C", "C", "C", "Cl", "C", "O", "C", "C", "O", "C", "H", "H", "H", "C", "C", "C", "C", "P", "C", "C", "C", "C", "C", "C", "C", "C", "C", "C", "H", "H", "H", "H", "H", "H", "H", "H", "H", "H", "H", "H", "H", "H", "H", "H", "H", "H", "H", "H", "H", "H", "H"], "coordinates": [[0.06826, -1.14489, 0.12038], [3.00052, -0.34437, -3.40925], [2.32378, 0.99469, -3.30591], [1.14808, 1.24050, -4.00327], [0.50411, 2.47184, -3.93526], [-0.76859, 2.69220, -4.70604], [1.04747, 3.46803, -3.13525], [2.20568, 3.24478, -2.39651], [2.74069, 4.30196, -1.46959], [2.83500, 2.01073, -2.49990], [2.47228, -1.10145, -2.82335], [4.03125, -0.29867, -3.05653], [3.01133, -0.68187, -4.44717], [0.71466, 0.44663, -4.60173], [-1.51784, 1.94517, -4.43684], [-0.59490, 2.60988, -5.78101], [-1.18772, 3.68144, -4.51483], [0.55071, 4.43152, -3.06913], [3.75791, 4.06872, -1.15370], [2.12616, 4.37308, -0.56864], [2.74760, 5.28683, -1.94004], [3.75020, 1.83720, -1.94386], [-4.45796, -3.21526, 7.16473], [-3.28084, -2.54894, 5.57994], [-2.97055, -3.41152, 4.54038], [-2.19471, -2.94464, 3.49490], [-1.75115, -4.21705, 1.90433], [-1.68716, -1.61739, 3.41809], [-1.01106, -1.20262, 2.42084], [-2.03171, -0.76824, 4.51747], [-1.49203, 0.65321, 4.59971], [-1.37055, 1.42891, 3.36511], [-2.61744, 1.52945, 2.62191], [-2.38035, 2.19305, 1.28948], [-3.20343, 3.22182, 0.84405], [-2.96640, 3.79447, -0.39462], [-1.90798, 3.32541, -1.15336], [-1.13935, 2.29537, -0.63361], [-1.35973, 1.73862, 0.55506], [-2.81580, -1.23844, 5.55336], [-3.33473, -4.42988, 4.53414], [-0.49544, 0.62972, 5.05076], [-2.12438, 1.21100, 5.29967], [-0.75638, 0.89158, 2.75796], [-3.34092, 2.12003, 3.19233], [-3.07414, 0.54550, 2.43753], [-4.01608, 3.56222, 1.47252], [-3.59528, 4.59774, -0.75905], [-1.67315, 3.73589, -2.12615], [-0.31241, 1.90155, -1.21571], [-3.07090, -0.56346, 6.36401], [-2.07650, -6.92806, -3.52533], [-1.11609, -5.59895, -2.91494], [-0.03061, -5.86829, -2.06794], [0.74151, -4.84619, -1.59793], [2.07483, -5.20427, -0.53929], [0.52549, -3.45721, -1.94161], [1.29276, -2.54879, -1.54395], [-0.65175, -3.23848, -2.74365], [-1.16551, -1.91193, -3.04853], [-0.82913, -0.84717, -2.55805], [-1.41947, -4.30753, -3.23729], [0.19615, -6.88837, -1.78716], [-1.99015, -1.91858, -3.79296], [-2.27676, -4.09241, -3.86526], [4.28978, -2.44318, 0.36075], [4.65030, -1.13146, 1.07462], [5.90335, -1.37363, 1.91594], [4.94209, -0.07595, 0.00865], [3.07703, -0.63844, 1.96270], [2.96803, -1.87282, 3.31358], [3.82043, -1.96610, 4.41719], [3.64270, -2.95213, 5.37485], [2.60826, -3.87152, 5.24361], [1.74973, -3.79177, 4.15987], [1.92941, -2.79606, 3.20777], [3.24477, 1.03402, 2.78976], [4.60282, 1.46035, 3.34312], [2.20113, 1.05353, 3.91366], [2.79888, 2.06427, 1.73736], [5.13752, -2.74952, -0.26102], [3.41254, -2.35292, -0.28385], [4.09433, -3.24569, 1.07526], [6.70886, -1.71523, 1.25667], [5.74380, -2.15570, 2.65802], [6.25497, -0.47901, 2.42733], [5.73860, -0.43874, -0.64903], [5.27146, 0.87445, 0.43602], [4.06180, 0.10970, -0.60901], [4.62930, -1.25760, 4.53849], [4.30938, -3.00164, 6.22706], [2.46782, -4.64017, 5.99351], [0.92387, -4.48348, 4.05024], [1.21412, -2.71639, 2.39879], [4.99571, 0.76400, 4.08375], [4.49619, 2.43429, 3.83285], [5.34915, 1.57348, 2.55531], [2.51242, 0.46213, 4.77478], [1.24065, 0.66588, 3.56937], [2.03948, 2.08647, 4.23657], [3.43362, 2.06147, 0.84893], [2.83758, 3.06689, 2.17553], [1.77066, 1.87841, 1.41813]]}


No. 2
{"formula": "C43H49ClF3N6O14S2", "method": "the ωB97M-V functional and the def2-TZVPD basis", "total_charge": 1, "e_tot_ha": -4605.35219, "species": ["C", "C", "N", "C", "C", "C", "C", "C", "C", "O", "C", "C", "O", "C", "S", "O", "O", "C", "F", "F", "F", "C", "C", "C", "C", "Cl", "C", "S", "C", "O", "O", "N", "C", "H", "H", "H", "H", "H", "H", "H", "H", "H", "H", "H", "H", "H", "H", "H", "H", "H", "H", "H", "H", "H", "H", "H", "H", "H", "H", "H", "H", "H", "C", "C", "C", "C", "C", "C", "N", "O", "O", "H", "H", "H", "H", "H", "C", "C", "C", "C", "C", "C", "N", "O", "O", "H", "H", "H", "H", "H", "C", "C", "C", "C", "C", "C", "N", "O", "O", "H", "H", "H", "H", "H", "C", "C", "C", "C", "C", "C", "N", "O", "O", "H", "H", "H", "H", "H"], "coordinates": [[-0.26099, -3.62539, 2.01924], [0.92203, -2.76256, 1.62741], [1.00843, -2.61319, 0.14951], [1.53853, -1.42473, -0.31702], [0.68333, -0.30509, -0.44894], [-0.73337, -0.53003, -0.00828], [-1.60352, -1.16759, -1.12238], [-3.00115, -0.55626, -1.21335], [-3.62014, -0.85791, -2.56833], [-4.87968, -0.22502, -2.73529], [-4.79989, 1.13055, -2.97168], [-5.52356, 1.97200, -1.95972], [-4.20138, 1.56781, -3.92037], [1.22683, 0.84658, -0.95212], [0.12052, 2.26182, -1.20588], [-1.24075, 1.85056, -1.10902], [0.52283, 3.02008, -2.34526], [0.45757, 3.27058, 0.35123], [1.14154, 4.35891, 0.05667], [1.15064, 2.52269, 1.20808], [-0.69780, 3.59259, 0.88869], [2.61417, 0.95488, -1.29128], [3.23168, 2.24172, -1.78427], [3.29278, 2.32097, -3.31550], [3.44960, 3.77586, -3.76518], [4.52444, 3.91541, -5.17078], [3.38038, -0.16979, -1.14593], [5.16037, -0.18207, -1.55506], [5.36048, -1.49795, -2.71629], [5.52064, 1.02967, -2.21911], [5.84987, -0.49459, -0.32984], [2.83826, -1.33687, -0.63336], [3.65550, -2.54576, -0.38007], [-1.19072, -3.13644, 1.73778], [-0.19655, -4.58746, 1.51340], [-0.24090, -3.79545, 3.09233], [1.84558, -3.16565, 2.04773], [0.80090, -1.76392, 2.04671], [1.42460, -3.41562, -0.30242], [-1.17607, 0.37402, 0.38477], [-0.70424, -1.22331, 0.81994], [-1.71647, -2.22437, -0.89150], [-1.09616, -1.07101, -2.08388], [-3.62135, -0.99643, -0.43280], [-2.97640, 0.51768, -1.04262], [-2.93224, -0.55467, -3.36137], [-3.77576, -1.93062, -2.66885], [-6.11925, 2.71343, -2.47994], [-4.76904, 2.45142, -1.33736], [-6.13888, 1.34614, -1.32145], [2.67180, 3.09061, -1.42002], [4.22109, 2.33450, -1.34734], [2.34368, 1.96055, -3.70602], [4.10373, 1.72846, -3.72160], [3.87624, 4.38680, -2.97328], [2.49237, 4.20660, -4.03495], [4.41024, -1.68790, -3.21564], [6.04589, -1.12372, -3.47115], [5.70826, -2.38894, -2.21909], [3.25293, -3.06966, 0.47617], [4.66927, -2.26570, -0.14726], [3.63715, -3.19678, -1.24980], [-4.30050, 3.39986, 4.90880], [-4.88587, 2.78497, 3.80933], [-4.24274, 1.73392, 3.17774], [-3.01734, 1.32034, 3.66940], [-2.41273, 1.91910, 4.76015], [-3.06668, 2.96988, 5.38104], [-2.33655, 0.20096, 3.01054], [-2.86574, -0.29903, 2.03626], [-1.26371, -0.16696, 3.45438], [-4.80910, 4.21770, 5.40086], [-5.84534, 3.12261, 3.44386], [-4.68489, 1.24617, 2.32213], [-1.45479, 1.57191, 5.11663], [-2.61380, 3.45218, 6.23575], [-4.56588, 6.80291, -6.22606], [-4.21207, 6.43583, -4.93446], [-5.16710, 5.92773, -4.06959], [-6.46552, 5.79566, -4.52409], [-6.84217, 6.15686, -5.80391], [-5.87830, 6.66614, -6.65830], [-7.48394, 5.23870, -3.61820], [-7.13878, 4.94584, -2.48761], [-8.60638, 5.09622, -4.04974], [-3.81576, 7.19580, -6.89912], [-3.18968, 6.54291, -4.60000], [-4.90834, 5.63728, -3.06296], [-7.86604, 6.04188, -6.12534], [-6.15253, 6.95394, -7.66344], [-4.56054, -3.15531, 7.37429], [-3.39905, -2.73256, 8.00775], [-2.17053, -3.24314, 7.62136], [-2.13436, -4.17197, 6.59822], [-3.27705, -4.61142, 5.95608], [-4.49954, -4.09444, 6.35290], [-0.82994, -4.70730, 6.17224], [0.15906, -4.32100, 6.75823], [-0.81835, -5.49942, 5.24962], [-5.51726, -2.75326, 7.67946], [-3.44904, -2.00504, 8.80576], [-1.25916, -2.92762, 8.10601], [-3.21298, -5.34338, 5.16545], [-5.40517, -4.42671, 5.86504], [10.51964, -3.97229, 0.55909], [9.54891, -3.05551, 0.17581], [8.56944, -3.42120, -0.73148], [8.58206, -4.70954, -1.23702], [9.54082, -5.63682, -0.87276], [10.51676, -5.25757, 0.03400], [7.53960, -5.12076, -2.19018], [6.70511, -4.28930, -2.52447], [7.55464, -6.25634, -2.59618], [11.28175, -3.68307, 1.26980], [9.55362, -2.05411, 0.58284], [7.81505, -2.71191, -1.03566], [9.52584, -6.63282, -1.28844], [11.27509, -5.96792, 0.33121]]}